Here is a 2-piece molecular cluster, C2H9NS2 overall in a non-equilibrium geometry from the Open Molecules 2025 dataset. Energies are from ωB97M-V/def2-TZVPD.

Bonds (Å) are listed after each position.
CARTESIAN COORDINATES (ANGSTROEM)
1 C -0.89054 -2.49872 1.30828  S2 1.815, H4 1.091, H5 1.091, H6 1.087
2 S 0.45569 -1.55144 0.54474  C1 1.815, S3 2.332
3 S -0.55131 -0.92181 -1.46203  S2 2.332, H7 1.334
4 H -1.75432 -1.90854 1.61910  C1 1.091
5 H -0.47149 -2.98601 2.19002  C1 1.091
6 H -1.20353 -3.28223 0.62355  C1 1.087
7 H 0.29008 -1.67835 -2.16884  S3 1.334
8 C 0.14460 2.34356 -0.08476  N9 1.456, H10 1.093, H11 1.092, H12 1.094
9 N 1.17194 2.01212 -1.06141  C8 1.456, H13 1.014, H14 1.019
10 H 0.31338 1.89901 0.89989  C8 1.093
11 H -0.78892 1.90366 -0.44289  C8 1.092
12 H -0.00895 3.42475 -0.02364  C8 1.094
13 H 2.08818 2.23189 -0.68577  N9 1.014
14 H 1.20519 1.01211 -1.25622  N9 1.019

Calculated values
electronic energy	-25380.353	eV
multiplicity	2
net charge	-1
ΔE to the lowest compared entry with this formula, charge and spin	0.042	eV
<S²>	0.75

---

Here is a 10-piece molecular cluster, C24H74N6O10 overall in a non-equilibrium geometry from the Open Molecules 2025 dataset. Energies are from ωB97M-V/def2-TZVPD.

Bonds (Å) are listed after each position.
CARTESIAN COORDINATES (ANGSTROEM)
1 C -1.32834 -6.18291 -1.11790  O2 1.396, H7 1.125, H8 1.082, H9 1.083
2 O -0.77495 -4.91832 -1.32431  C1 1.396, C3 1.356
3 C -1.35922 -4.16344 -2.28675  O2 1.356, C4 1.542, H10 1.091, H11 1.115
4 C -2.64401 -3.48019 -1.77622  C3 1.542, C5 1.533, N6 1.470, H12 1.118
5 C -3.20262 -2.62429 -2.91932  C4 1.533, H13 1.117, H14 1.089, H15 1.111
6 N -2.36641 -2.68299 -0.57335  C4 1.470, H16 1.018, H17 1.014
7 H -1.65539 -6.63073 -2.09663  C1 1.125
8 H -2.15169 -6.17609 -0.41540  C1 1.082
9 H -0.51298 -6.78804 -0.74061  C1 1.083
10 H -0.70510 -3.33994 -2.57853  C3 1.091
11 H -1.61186 -4.73297 -3.21186  C3 1.115
12 H -3.34545 -4.31152 -1.51993  C4 1.118
13 H -3.97301 -1.98830 -2.42045  C5 1.117
14 H -3.75007 -3.15035 -3.69950  C5 1.089
15 H -2.39452 -1.98619 -3.33738  C5 1.111
16 H -1.88864 -3.21482 0.15194  N6 1.018
17 H -3.18090 -2.19329 -0.21883  N6 1.014
18 C -3.09202 -4.77367 2.37344  O19 1.384, H24 1.088, H25 1.088, H26 1.105
19 O -1.73293 -4.67174 2.13343  C18 1.384, C20 1.408
20 C -0.87950 -4.14907 3.12358  O19 1.408, C21 1.510, H27 1.094, H28 1.085
21 C 0.54795 -4.16177 2.63159  C20 1.510, C22 1.546, N23 1.475, H29 1.085
22 C 1.45145 -3.47798 3.68267  C21 1.546, H30 1.089, H31 1.095, H32 1.092
23 N 0.66269 -3.46229 1.33853  C21 1.475, H33 1.022, H34 1.019
24 H -3.37556 -5.41141 3.20855  C18 1.088
25 H -3.53534 -5.19426 1.47349  C18 1.088
26 H -3.47929 -3.75654 2.56654  C18 1.105
27 H -1.16388 -3.10798 3.30264  C20 1.094
28 H -0.91918 -4.76192 4.01796  C20 1.085
29 H 0.86564 -5.17855 2.42567  C21 1.085
30 H 2.50325 -3.48494 3.39867  C22 1.089
31 H 1.34747 -3.80219 4.72343  C22 1.095
32 H 1.04577 -2.46517 3.72070  C22 1.092
33 H 0.63766 -4.12661 0.56240  N23 1.022
34 H -0.06572 -2.78637 1.11472  N23 1.019
35 C 2.15470 3.78597 4.16817  O36 1.436, H41 1.106, H42 1.095, H43 1.106
36 O 2.23014 2.35278 4.12088  C35 1.436, C37 1.433
37 C 1.64419 1.82313 2.92517  O36 1.433, C38 1.539, H44 1.107, H45 1.094
38 C 2.02001 0.33138 2.94991  C37 1.539, C39 1.539, N40 1.487, H46 1.116
39 C 3.51626 0.15404 2.63547  C38 1.539, H47 1.102, H48 1.102, H49 1.110
40 N 1.17874 -0.38689 1.95640  C38 1.487, H50 1.026, H51 1.014
41 H 2.28043 4.03963 5.23781  C35 1.106
42 H 1.15612 4.11044 3.85736  C35 1.095
43 H 2.90144 4.29257 3.52907  C35 1.106
44 H 0.55068 1.99523 2.91459  C37 1.107
45 H 2.10630 2.34120 2.07977  C37 1.094
46 H 1.75281 -0.00752 3.97904  C38 1.116
47 H 3.88634 0.78217 1.80901  C39 1.102
48 H 3.81036 -0.90089 2.51455  C39 1.102
49 H 4.00424 0.53304 3.55760  C39 1.110
50 H 1.45492 -1.37124 1.87315  N40 1.026
51 H 0.20568 -0.28753 2.22285  N40 1.014
52 C -1.92712 5.53065 -3.40536  O53 1.452, H58 1.122, H59 1.089, H60 1.094
53 O -2.82922 4.90637 -2.45403  C52 1.452, C54 1.430
54 C -2.56800 3.50127 -2.50699  O53 1.430, C55 1.539, H61 1.104, H62 1.102
55 C -3.46769 2.67943 -1.56737  C54 1.539, C56 1.512, N57 1.444, H63 1.116
56 C -3.11207 2.95604 -0.12441  C55 1.512, H64 1.101, H65 1.077, H66 1.091
57 N -3.44082 1.24802 -1.75448  C55 1.444, H67 1.023, H68 1.028
58 H -2.31758 5.36064 -4.44318  C52 1.122
59 H -0.94544 5.06217 -3.34517  C52 1.089
60 H -1.98765 6.61368 -3.26470  C52 1.094
61 H -2.70300 3.17485 -3.55253  C54 1.104
62 H -1.51059 3.28393 -2.28603  C54 1.102
63 H -4.52070 2.96246 -1.80718  C55 1.116
64 H -2.11808 2.53371 0.09184  C56 1.101
65 H -3.83645 2.51150 0.53635  C56 1.077
66 H -3.02717 4.02891 0.05699  C56 1.091
67 H -2.54916 0.87509 -1.42074  N57 1.023
68 H -3.50916 1.04618 -2.76038  N57 1.028
69 C 4.44962 -0.08109 -3.39937  O70 1.422, H75 1.069, H76 1.089, H77 1.102
70 O 3.39818 -0.05866 -2.44156  C69 1.422, C71 1.445
71 C 3.64729 -0.89467 -1.28950  O70 1.445, C72 1.539, H78 1.105, H79 1.082
72 C 3.44385 -2.40031 -1.53670  C71 1.539, C73 1.535, N74 1.501, H80 1.094
73 C 2.05531 -2.63985 -2.14477  C72 1.535, H81 1.095, H82 1.108, H83 1.087
74 N 3.75323 -3.09501 -0.24251  C72 1.501, H84 1.009, H85 1.027
75 H 5.32145 0.22659 -2.86218  C69 1.069
76 H 4.08926 0.51382 -4.23743  C69 1.089
77 H 4.58745 -1.12012 -3.73955  C69 1.102
78 H 4.66546 -0.75190 -0.88546  C71 1.105
79 H 3.04631 -0.46338 -0.50045  C71 1.082
80 H 4.22023 -2.67879 -2.25466  C72 1.094
81 H 1.86954 -3.69026 -2.39026  C73 1.095
82 H 1.85590 -2.04604 -3.05830  C73 1.108
83 H 1.35524 -2.36346 -1.36100  C73 1.087
84 H 3.61664 -4.06461 -0.48431  N74 1.009
85 H 3.01273 -2.89350 0.43947  N74 1.027
86 C 1.51500 2.69276 -0.95322  O87 1.432, H92 1.108, H93 1.124, H94 1.099
87 O 1.97056 3.83549 -0.22111  C86 1.432, C88 1.403
88 C 0.92120 4.66281 0.20714  O87 1.403, C89 1.525, H95 1.099, H96 1.098
89 C 1.53218 5.93856 0.77765  C88 1.525, C90 1.555, N91 1.464, H97 1.099
90 C 0.36410 6.81239 1.31704  C89 1.555, H98 1.096, H99 1.091, H100 1.092
91 N 2.36556 6.68384 -0.16768  C89 1.464, H101 1.020, H102 1.032
92 H 2.39499 2.09599 -1.26517  C86 1.108
93 H 1.03710 3.05679 -1.90344  C86 1.124
94 H 0.74321 2.09076 -0.45329  C86 1.099
95 H 0.27389 4.92156 -0.64218  C88 1.099
96 H 0.25100 4.15005 0.91033  C88 1.098
97 H 2.20646 5.74652 1.62456  C89 1.099
98 H -0.35480 7.12602 0.55201  C90 1.096
99 H 0.76905 7.72846 1.75048  C90 1.091
100 H -0.18844 6.33498 2.12862  C90 1.092
101 H 3.10196 6.12768 -0.60208  N91 1.020
102 H 1.79426 7.10464 -0.91692  N91 1.032
103 O -2.47259 -0.60032 2.81060  H104 0.947, H105 0.952
104 H -2.53875 0.12845 3.41175  O103 0.947
105 H -3.24314 -0.55004 2.25440  O103 0.952
106 O 0.02557 0.65818 -3.44789  H107 0.983, H108 0.971
107 H 1.00168 0.55095 -3.41179  O106 0.983
108 H -0.24366 0.21557 -2.62678  O106 0.971
109 O -4.37135 -0.79302 0.13693  H110 0.982, H111 0.954
110 H -4.06682 -0.06499 -0.44788  O109 0.982
111 H -5.28134 -0.87358 -0.13690  O109 0.954
112 O -0.81848 -0.32360 -1.05477  H113 0.946, H114 0.995
113 H -0.19153 -0.32044 -0.34588  O112 0.946
114 H -1.34127 -1.16085 -0.93242  O112 0.995

Calculated values
electronic energy	-55501.905	eV
structure (SMILES)	COC[C@H](C)N.COC[C@H](C)N.COC[C@H](C)N.COC[C@H](C)N.COC[C@H](C)N.COC[C@H](C)N.O.O.O.O
net charge	0
ΔE to the lowest compared entry with this formula, charge and spin	0.000	eV

---

Here is a 13-piece molecular cluster, C17H57FN25O13S overall in a non-equilibrium geometry from the Open Molecules 2025 dataset. Energies are from ωB97M-V/def2-TZVPD.

Bonds (Å) are listed after each position.
CARTESIAN COORDINATES (ANGSTROEM)
1 C 1.48235 -2.27792 -0.01016  C2 1.544, H10 1.099, H11 1.097, H12 1.108
2 C 0.88407 -1.20244 0.92282  C1 1.544, N3 1.254, C4 1.563
3 N 0.93262 -1.26367 2.17444  C2 1.254, H13 1.024
4 C 0.13694 0.00806 0.27617  C2 1.563, S5 1.859, H14 1.110, H15 1.104
5 S -1.28705 -0.74417 -0.65279  C4 1.859, C6 1.835, H16 1.364
6 C -2.26389 -1.54722 0.67674  S5 1.835, C7 1.543, H17 1.109, H18 1.105
7 C -3.49948 -2.28428 0.12046  C6 1.543, O8 1.139, F9 1.326
8 O -4.37791 -2.47154 0.82021  C7 1.139
9 F -3.47544 -2.69782 -1.13944  C7 1.326
10 H 1.50649 -1.86567 -1.02915  C1 1.099
11 H 2.45891 -2.64005 0.33432  C1 1.097
12 H 0.77178 -3.12739 0.01018  C1 1.108
13 H 0.45892 -0.46965 2.61348  N3 1.024
14 H 0.77532 0.61464 -0.39969  C4 1.110
15 H -0.33134 0.65279 1.03965  C4 1.104
16 H -1.96040 0.30618 -1.20493  S5 1.364
17 H -2.56533 -0.82236 1.46062  C6 1.109
18 H -1.60550 -2.32432 1.10409  C6 1.105
19 C 1.44410 1.38895 -3.45381  O20 1.237, N21 1.341, N22 1.357
20 O 1.88918 0.80419 -2.45852  C19 1.237
21 N 2.23634 1.99070 -4.35285  C19 1.341, H23 1.003, H24 1.005
22 N 0.11212 1.46201 -3.70413  C19 1.357, H25 1.001, H26 1.003
23 H 1.89343 2.47214 -5.16288  N21 1.003
24 H 3.22765 1.95298 -4.19183  N21 1.005
25 H -0.49832 1.01866 -3.04648  N22 1.001
26 H -0.28352 1.92885 -4.49898  N22 1.003
27 C 3.46107 -2.08222 -4.12687  O28 1.223, N29 1.359, N30 1.364
28 O 2.94578 -1.54958 -5.10004  C27 1.223
29 N 4.32100 -3.13008 -4.22491  C27 1.359, H31 1.011, H32 1.004
30 N 3.21337 -1.66491 -2.85183  C27 1.364, H33 1.006, H34 1.003
31 H 4.75179 -3.57674 -3.42622  N29 1.011
32 H 4.52881 -3.46458 -5.14814  N29 1.004
33 H 2.58213 -0.89188 -2.72152  N30 1.006
34 H 3.62901 -2.08670 -2.04224  N30 1.003
35 C -7.16042 -0.38649 -1.19922  O36 1.224, N37 1.358, N38 1.362
36 O -6.31599 0.04604 -1.97271  C35 1.224
37 N -8.49460 -0.23747 -1.40456  C35 1.358, H39 1.005, H40 1.004
38 N -6.82682 -1.05783 -0.06235  C35 1.362, H41 1.002, H42 1.005
39 H -9.19562 -0.58889 -0.77546  N37 1.005
40 H -8.78084 0.25106 -2.23344  N37 1.004
41 H -5.84791 -1.18158 0.10973  N38 1.002
42 H -7.49592 -1.42473 0.59098  N38 1.005
43 C -2.11793 -1.46474 4.27105  O44 1.232, N45 1.356, N46 1.358
44 O -2.29117 -0.74556 3.28590  C43 1.232
45 N -3.03009 -1.56168 5.26933  C43 1.356, H47 1.004, H48 1.006
46 N -1.00137 -2.21866 4.44275  C43 1.358, H49 1.008, H50 1.003
47 H -2.91002 -2.14000 6.08060  N45 1.004
48 H -3.87157 -1.01698 5.17868  N45 1.006
49 H -0.29347 -2.17701 3.72614  N46 1.008
50 H -0.84817 -2.80747 5.24062  N46 1.003
51 C 6.18045 -5.92212 -2.61916  O52 1.230, N53 1.351, N54 1.363
52 O 5.88771 -4.78056 -2.26658  C51 1.230
53 N 6.86146 -6.78058 -1.82847  C51 1.351, H55 1.017, H56 1.004
54 N 5.84104 -6.41846 -3.84266  C51 1.363, H57 1.003, H58 1.003
55 H 7.11191 -7.72727 -2.10309  N53 1.017
56 H 7.12819 -6.44975 -0.91891  N53 1.004
57 H 5.33327 -5.81354 -4.46133  N54 1.003
58 H 6.07090 -7.34571 -4.14772  N54 1.003
59 C 2.81672 5.27451 -2.40432  O60 1.224, N61 1.352, N62 1.370
60 O 1.73301 5.16905 -2.96399  C59 1.224
61 N 3.54983 6.41083 -2.42356  C59 1.352, H63 1.006, H64 1.008
62 N 3.38283 4.24130 -1.70595  C59 1.370, H65 1.005, H66 1.004
63 H 4.44114 6.50650 -1.96595  N61 1.006
64 H 3.17080 7.19523 -2.92972  N61 1.008
65 H 2.87235 3.37695 -1.66722  N62 1.005
66 H 4.26946 4.30791 -1.24050  N62 1.004
67 C 6.69467 5.95016 0.39548  O68 1.221, N69 1.363, N70 1.361
68 O 6.17367 6.50812 -0.55754  C67 1.221
69 N 7.56285 4.90971 0.24853  C67 1.363, H71 1.003, H72 1.004
70 N 6.45173 6.32206 1.68209  C67 1.361, H73 1.004, H74 1.002
71 H 8.00268 4.43814 1.01611  N69 1.003
72 H 7.76602 4.61103 -0.68855  N69 1.004
73 H 5.81662 7.08671 1.82580  N70 1.004
74 H 6.86892 5.87915 2.47876  N70 1.002
75 C -1.74722 2.21128 7.50026  O76 1.219, N77 1.369, N78 1.359
76 O -1.09711 3.12021 7.98766  C75 1.219
77 N -1.24962 1.39556 6.52030  C75 1.369, H79 1.003, H80 1.003
78 N -3.01944 1.92020 7.87779  C75 1.359, H81 1.003, H82 1.005
79 H -1.76854 0.64345 6.10719  N77 1.003
80 H -0.31237 1.57134 6.20820  N77 1.003
81 H -3.42552 2.49298 8.59338  N78 1.003
82 H -3.56742 1.17557 7.48352  N78 1.005
83 C 1.59302 8.58496 -5.51765  O84 1.219, N85 1.364, N86 1.364
84 O 2.70797 8.22169 -5.18582  C83 1.219
85 N 1.24736 8.78479 -6.82230  C83 1.364, H87 1.002, H88 1.004
86 N 0.59741 8.82202 -4.61649  C83 1.364, H89 1.004, H90 1.002
87 H 0.33763 9.08300 -7.11853  N85 1.002
88 H 1.95599 8.61977 -7.51386  N85 1.004
89 H 0.81449 8.68319 -3.64634  N86 1.004
90 H -0.32475 9.12064 -4.87078  N86 1.002
91 C -6.67091 1.60337 7.32783  O92 1.224, N93 1.359, N94 1.361
92 O -5.52606 1.17303 7.29474  C91 1.224
93 N -7.11449 2.41825 8.32124  C91 1.359, H95 1.003, H96 1.004
94 N -7.59383 1.30234 6.37361  C91 1.361, H97 1.004, H98 1.002
95 H -8.04730 2.78249 8.36804  N93 1.003
96 H -6.46014 2.66150 9.04288  N93 1.004
97 H -7.30084 0.70267 5.62413  N94 1.004
98 H -8.53596 1.64475 6.38257  N94 1.002
99 C 9.39993 -9.33529 -2.54863  O100 1.225, N101 1.359, N102 1.358
100 O 8.25332 -9.08993 -2.19346  C99 1.225
101 N 10.42393 -8.46308 -2.35587  C99 1.359, H103 1.003, H104 1.004
102 N 9.73752 -10.49872 -3.16284  C99 1.358, H105 1.004, H106 1.003
103 H 11.36913 -8.64274 -2.63782  N101 1.003
104 H 10.20688 -7.59249 -1.90431  N101 1.004
105 H 9.00258 -11.16508 -3.31957  N102 1.004
106 H 10.66832 -10.72118 -3.46164  N102 1.003
107 C -11.70088 -1.56063 0.82309  O108 1.223, N109 1.360, N110 1.362
108 O -10.49798 -1.71051 0.98826  C107 1.223
109 N -12.50833 -2.56613 0.39195  C107 1.360, H111 1.003, H112 1.004
110 N -12.32944 -0.37520 1.05740  C107 1.362, H113 1.004, H114 1.003
111 H -13.49580 -2.46617 0.24998  N109 1.003
112 H -12.07686 -3.45450 0.20961  N109 1.004
113 H -11.76259 0.38924 1.37707  N110 1.004
114 H -13.31330 -0.23104 0.92857  N110 1.003

Calculated values
electronic energy	-95982.543	eV
net charge	+1

---

Q: Which formula does entry 1 have?
A: C2H9NS2